Formula: C10H14Cl2FeO17P
Source: the Open Molecules 2025 dataset
Level of theory: wB97M-V/def2-TZVPD

As for the calculated total energy: -114105.411 eV. The value obtained for the HOMO energy (spin up / spin down) is 1.81 / 1.70 eV. The molar mass comes out at 563.930 g mol⁻¹.

ORCA input file:
```
! RIJCOSX wB97M-V def2-TZVPD def2/J DEFGRID3
* xyz -3 7
Fe 20.445 -21.526 2.650
Cl 17.907 -18.636 2.697
O 18.784 -17.480 2.667
O 17.089 -18.518 3.844
O 17.141 -18.822 1.476
O 18.747 -19.761 2.980
Cl 23.268 -19.657 3.857
O 23.954 -18.584 3.172
O 21.905 -19.744 3.418
O 23.696 -20.989 3.587
O 23.239 -19.501 5.307
P 20.318 -23.702 3.737
O 21.267 -23.246 2.653
O 19.124 -22.781 3.389
O 20.841 -22.368 4.278
O 20.568 -24.499 5.010
C 15.947 -21.408 -1.224
C 17.251 -21.341 -0.884
C 17.794 -22.171 0.235
O 18.948 -22.083 0.761
C 16.797 -23.066 0.897
C 15.478 -23.049 0.596
C 14.897 -22.180 -0.501
O 13.769 -22.012 -0.777
O 14.514 -23.670 1.377
O 18.196 -20.660 -1.583
H 15.634 -20.808 -2.066
H 17.198 -23.620 1.733
H 13.731 -23.236 1.029
H 17.798 -20.262 -2.361
C 21.689 -22.514 -0.564
C 22.365 -21.440 0.370
O 21.232 -20.812 0.979
C 20.824 -19.610 0.234
C 21.715 -18.397 0.471
H 22.477 -23.074 -1.067
H 21.173 -23.237 0.068
H 20.919 -22.232 -1.282
H 22.896 -22.076 1.079
H 23.149 -20.798 -0.030
H 20.810 -19.726 -0.850
H 19.821 -19.218 0.406
H 21.635 -17.830 1.398
H 21.507 -17.624 -0.269
H 22.766 -18.628 0.298
*
```